The following is a DFT calculation (wB97M-V/def2-TZVPD) of an isolated molecule of C7H14.

Summary:
Total charge ... 0
Gap between HOMO and LUMO ... 10.3 eV
Energy above the lowest of the compared OMol25 structures with the same formula, charge and spin ... 0.987 eV
E_LUMO ... 1.206 eV
SMILES ... C/C=C/CCCC

XYZ file:
```
21
C7H14 | OMol25 | wB97M-V/def2-TZVPD
C -2.74 -1.19 -1.78
C -1.74 -0.10 -1.46
C -1.01 -0.03 -0.37
C 0.07 1.04 -0.22
C 0.67 1.22 1.16
C 1.43 -0.01 1.71
C 2.53 -0.50 0.77
H -2.80 -1.94 -0.99
H -2.33 -1.65 -2.67
H -3.75 -0.81 -1.95
H -1.76 0.72 -2.17
H -1.14 -0.64 0.51
H -0.38 1.99 -0.52
H 0.87 0.81 -0.93
H 1.40 2.03 1.08
H -0.12 1.45 1.87
H 0.73 -0.84 1.84
H 1.78 0.29 2.70
H 3.15 -1.29 1.17
H 2.04 -0.88 -0.13
H 3.10 0.35 0.38
```

---

The following is a DFT calculation (wB97M-V/def2-TZVPD) of a 2-piece molecular cluster, C7H14 overall.

Summary:
Total charge ... 0
Gap between HOMO and LUMO ... 10.3 eV
Energy above the lowest of the compared OMol25 structures with the same formula, charge and spin ... 1.514 eV
E_LUMO ... 1.098 eV
SMILES ... C=C(C)C.C=CC

XYZ file:
```
21
C7H14 | OMol25 | wB97M-V/def2-TZVPD
C 0.69 0.78 -0.27
C 0.51 1.80 0.56
C 0.93 3.20 0.22
C -0.13 1.61 1.90
H 0.36 -0.23 -0.06
H 1.20 0.96 -1.21
H 0.07 3.86 0.06
H 1.55 3.22 -0.67
H 1.54 3.63 1.02
H -0.54 0.61 2.01
H -0.94 2.32 2.08
H 0.60 1.77 2.70
C -1.68 -2.22 -0.13
C -0.57 -2.82 -0.51
C 0.20 -2.57 -1.77
H -2.23 -2.52 0.75
H -2.08 -1.37 -0.67
H -0.22 -3.66 0.08
H -0.02 -3.38 -2.46
H -0.05 -1.61 -2.24
H 1.28 -2.56 -1.57
```

---

The following is a DFT calculation (wB97M-V/def2-TZVPD) of an isolated molecule of C7H14.

Summary:
Total charge ... 0
Gap between HOMO and LUMO ... 11.3 eV
Energy above the lowest of the compared OMol25 structures with the same formula, charge and spin ... 1.547 eV
E_LUMO ... 1.171 eV
SMILES ... CC(C)CC1CC1

XYZ file:
```
21
C7H14 | OMol25 | wB97M-V/def2-TZVPD
C 0.22 -1.82 0.47
C 0.48 -0.34 0.78
C 1.44 -0.21 1.96
C 0.85 0.50 -0.45
C -0.42 1.23 -0.91
C -1.26 0.95 -2.10
C -1.78 0.66 -0.65
H 1.13 -2.38 0.23
H -0.24 -2.29 1.34
H -0.47 -1.93 -0.38
H -0.52 0.07 1.04
H 0.95 -0.53 2.89
H 2.34 -0.83 1.83
H 1.79 0.82 2.10
H 1.59 1.27 -0.19
H 1.28 -0.08 -1.28
H -0.42 2.29 -0.69
H -1.46 1.78 -2.79
H -1.13 0.01 -2.64
H -1.89 -0.41 -0.51
H -2.51 1.22 -0.07
```

---

The following is a DFT calculation (wB97M-V/def2-TZVPD) of a 2-piece molecular cluster, C7H14 overall.

Summary:
Total charge ... 0
Gap between HOMO and LUMO ... 9.0 eV
Energy above the lowest of the compared OMol25 structures with the same formula, charge and spin ... 3.765 eV
E_LUMO ... 1.014 eV

XYZ file:
```
21
C7H14 | OMol25 | wB97M-V/def2-TZVPD
C -0.05 -0.93 1.82
C 0.50 0.26 1.11
C 0.72 -0.60 -0.99
C 0.24 -1.87 -0.97
C 0.02 0.56 -0.34
C -1.50 0.55 -0.44
C 0.57 1.91 -0.81
H -0.01 0.74 2.00
H 0.50 -1.27 2.69
H -1.14 -0.96 1.91
H 1.58 0.41 1.23
H 1.80 -0.48 -1.12
H 0.91 -2.64 -1.34
H -0.80 -2.06 -1.24
H 0.19 -2.00 0.71
H -1.81 0.73 -1.48
H -1.94 1.34 0.19
H -1.94 -0.41 -0.13
H 1.67 1.94 -0.70
H 0.33 2.07 -1.86
H 0.15 2.73 -0.21
```

---

The following is a DFT calculation (wB97M-V/def2-TZVPD) of an isolated molecule of C7H14.

Summary:
Total charge ... 0
Gap between HOMO and LUMO ... 11.2 eV
Energy above the lowest of the compared OMol25 structures with the same formula, charge and spin ... 1.569 eV
E_LUMO ... 1.180 eV
SMILES ... CC(C)CC1CC1

XYZ file:
```
21
C7H14 | OMol25 | wB97M-V/def2-TZVPD
C -1.32 1.30 0.36
C -1.30 -0.24 0.50
C -2.40 -0.90 -0.35
C 0.12 -0.92 0.19
C 1.28 0.07 0.21
C 2.78 -0.09 0.24
C 2.11 0.52 -0.96
H -0.31 1.70 0.30
H -1.82 1.63 -0.56
H -1.78 1.81 1.21
H -1.54 -0.47 1.55
H -3.40 -0.83 0.09
H -2.47 -0.44 -1.35
H -2.19 -1.97 -0.50
H 0.29 -1.71 0.94
H 0.05 -1.44 -0.77
H 1.03 0.91 0.84
H 3.29 0.60 0.92
H 3.28 -1.04 0.13
H 2.13 -0.08 -1.87
H 2.18 1.59 -1.14
```

---

The following is a DFT calculation (wB97M-V/def2-TZVPD) of a 2-piece molecular cluster, C7H14 overall.

Summary:
Total charge ... 0
Gap between HOMO and LUMO ... 10.0 eV
Energy above the lowest of the compared OMol25 structures with the same formula, charge and spin ... 3.571 eV
E_LUMO ... 1.074 eV
SMILES ... CCC1(C)C=C1.C

XYZ file:
```
21
C7H14 | OMol25 | wB97M-V/def2-TZVPD
C 1.77 -0.73 0.91
C 1.12 -0.51 -0.46
C 0.20 0.71 -0.54
C 0.83 2.03 -0.14
C -0.94 0.83 -1.52
C -1.26 0.74 -0.27
H 2.42 -1.62 0.91
H 2.40 0.12 1.20
H 1.02 -0.86 1.70
H 1.92 -0.37 -1.21
H 0.59 -1.42 -0.77
H 1.65 2.30 -0.81
H 1.19 2.00 0.89
H 0.05 2.80 -0.21
H -1.28 1.24 -2.45
H -1.98 0.93 0.51
C -1.95 -1.64 0.47
H -1.81 -1.04 -0.42
H -1.13 -1.47 1.18
H -1.94 -2.66 0.11
H -2.90 -1.36 0.93
```

---

The following is a DFT calculation (wB97M-V/def2-TZVPD) of C7H14BHfNO7S as an isolated structure.

Summary:
Total charge ... +4
Gap between HOMO and LUMO ... 2.2 eV
Energy above the lowest of the compared OMol25 structures with the same formula, charge and spin ... 0.511 eV
E_LUMO ... -19.603 eV

XYZ file:
```
32
C7H14BHfNO7S | OMol25 | wB97M-V/def2-TZVPD
O -3.01 -2.34 -0.50
C -2.21 -1.70 -1.04
C -1.89 -0.23 -0.85
C -0.38 -0.09 -1.25
C 0.60 -0.67 -0.23
C 0.50 -0.10 1.19
C 1.28 -0.99 2.17
S 1.11 -0.35 3.81
O -0.28 -0.10 4.08
O 1.94 0.80 3.96
O 1.62 -1.44 4.78
O -0.01 1.08 -1.97
B -0.17 2.36 -1.59
O -1.29 3.02 -1.34
O 1.14 3.26 -1.62
C -0.37 -1.19 -2.47
N -1.26 -2.22 -2.13
H -2.21 0.21 0.08
H -2.47 0.25 -1.65
H 1.62 -0.60 -0.59
H 0.32 -1.73 -0.15
H 0.91 0.91 1.21
H -0.53 -0.02 1.52
H 2.34 -1.01 1.90
H 0.85 -1.99 2.13
H 1.47 -2.35 4.45
H -1.35 3.47 -0.48
H 1.12 3.69 -2.68
H -0.53 -0.69 -3.42
H 0.67 -1.55 -2.46
H -1.88 -2.35 -2.95
Hf 2.37 4.67 -1.90
```

---

The following is a DFT calculation (wB97M-V/def2-TZVPD) of a 2-piece molecular cluster, C7H14Br overall.

Summary:
Total charge ... 0
Gap between HOMO and LUMO (alpha / beta) ... 7.7 / 10.0 eV
Energy above the lowest of the compared OMol25 structures with the same formula, charge and spin ... 1.446 eV
Multiplicity ... 2
E_LUMO (alpha / beta) ... 0.680 / 0.499 eV

XYZ file:
```
22
C7H14Br | OMol25 | wB97M-V/def2-TZVPD
Br 1.31 0.95 -4.19
H 0.53 -0.21 -4.05
C -0.14 0.09 0.90
C 1.29 0.27 1.16
C 2.24 -0.75 0.53
C -0.88 1.37 0.72
C -2.04 1.31 -0.28
C -0.79 -1.17 0.79
C -0.74 -2.03 -0.28
H 1.57 1.25 0.76
H 1.48 0.32 2.25
H 3.26 -0.51 0.86
H 2.03 -1.79 0.81
H 2.18 -0.66 -0.56
H -1.24 1.75 1.68
H -0.14 2.08 0.32
H -2.50 2.28 -0.36
H -1.66 1.03 -1.26
H -2.82 0.59 -0.01
H -1.46 -1.43 1.63
H -1.23 -2.98 -0.20
H -0.26 -1.72 -1.22
```

---

The following is a DFT calculation (wB97M-V/def2-TZVPD) of an isolated ion of composition C7H14BrN4 and charge +1.

Summary:
Total charge ... +1
Gap between HOMO and LUMO ... 9.2 eV
Energy above the lowest of the compared OMol25 structures with the same formula, charge and spin ... 0.000 eV
E_LUMO ... -3.885 eV
SMILES ... [H]/N=C(Br)/C=N\[C@@H](N)C(=[NH2+])C(C)C

XYZ file:
```
26
C7H14BrN4 | OMol25 | wB97M-V/def2-TZVPD
H 3.38 -0.14 2.43
N 2.84 -0.13 1.58
C 3.29 -0.24 0.44
Br 5.23 -0.21 -0.05
C 2.44 -0.17 -0.79
N 1.27 0.26 -0.92
C 0.53 0.93 0.05
N 0.59 2.35 -0.24
C -0.89 0.54 0.15
N -1.73 1.51 0.28
C -1.22 -0.93 0.07
C -2.48 -1.28 0.89
C -1.55 -1.38 -1.39
H 3.06 -0.58 -1.71
H 0.82 0.56 1.05
H 0.33 2.51 -1.21
H 1.51 2.80 -0.21
H -2.65 1.25 0.63
H -1.25 2.46 0.19
H -0.43 -1.41 0.51
H -3.40 -0.69 0.61
H -2.13 -1.29 1.98
H -2.85 -2.23 0.70
H -1.84 -2.45 -1.17
H -0.61 -1.35 -2.10
H -2.25 -0.71 -1.76
```

---

The following is a DFT calculation (wB97M-V/def2-TZVPD) of C7H14F3O4SSn as an isolated structure.

Summary:
Total charge ... +1
Gap between HOMO and LUMO (alpha / beta) ... 5.7 / 5.7 eV
Energy above the lowest of the compared OMol25 structures with the same formula, charge and spin ... 0.000 eV
E_LUMO (alpha / beta) ... -5.480 / -5.481 eV

XYZ file:
```
30
C7H14F3O4SSn | OMol25 | wB97M-V/def2-TZVPD
S 0.27 -0.21 -2.89
O 0.88 -1.14 -1.82
C -0.48 1.25 -3.62
F -0.41 1.19 -4.93
F -1.70 1.70 -3.37
F 0.38 2.17 -3.14
C -2.92 -1.95 0.54
O -1.73 -1.08 0.39
C -2.46 0.12 0.55
C -0.58 -1.91 2.03
O -0.88 1.02 -0.64
C 0.97 0.72 2.06
C 2.15 1.19 1.26
O 2.23 0.36 0.08
C 3.43 0.56 -0.64
Sn 0.39 -0.48 -0.04
H -3.38 -2.15 1.51
H -3.91 -1.73 0.09
H -2.91 -2.93 0.05
H -3.44 0.46 0.15
H -2.76 0.97 1.19
H -0.51 -3.00 2.13
H -0.68 -1.73 3.11
H 0.16 0.74 2.81
H 1.52 0.66 3.02
H 3.09 1.09 1.83
H 2.08 2.24 0.95
H 3.25 1.26 -1.46
H 4.28 0.98 -0.08
H 3.70 -0.39 -1.13
```

---

Number 1: E -7485.3071 eV. Number 2: E -7484.7803 eV. Number 3: E -7484.7474 eV. Number 4: E -7482.5291 eV. Number 5: E -7484.7253 eV. Number 6: E -7482.7230 eV. Number 7: E -36070.4925 eV. Number 8: E -77526.0802 eV. Number 9: E -83480.5261 eV. Number 10: E -40467.7707 eV.